11
Properties=species:S:1:pos:R:3:lowdin_charge:R:1 method="wB97M-V/def2-TZVPD" de_lowest_ev=0.753 homo_energy_ha=-0.507 homo_lumo_gap_ev=9.68 energy_ha=-829.996462 charge=+1
K 10.94266 -8.02793 25.48889 0.9834
C 10.34454 -9.44243 28.82382 -0.2373
C 10.48912 -7.90224 29.10328 -0.2565
O 10.03520 -7.62377 30.39327 -0.0360
O 10.81253 -9.74472 27.56219 -0.1582
H 9.26898 -9.59286 28.91674 0.1270
H 10.76498 -10.07797 29.60318 0.1380
H 9.82552 -7.34271 28.44400 0.1093
H 11.50457 -7.51100 29.04084 0.1224
H 9.65923 -6.74333 30.32204 0.0980
H 10.80189 -10.70459 27.55051 0.1099


21
Properties=species:S:1:pos:R:3:lowdin_charge:R:1 method="wB97M-V/def2-TZVPD" de_lowest_ev=1.609 homo_energy_ha="-0.099 / -0.407" multiplicity=2 homo_lumo_gap_ev="3.44 / 11.60" energy_ha=-365.893932
O -2.38979 -0.07209 0.05513 -0.0577
C -1.58225 -1.17970 -0.25764 -0.2634
C -0.16866 -0.72198 -0.64942 -0.3518
N 0.33131 0.17429 0.44935 -0.0435
C 1.71594 0.69003 0.51902 -0.1622
C 0.77644 -1.86013 -0.95523 -0.0673
H -2.97950 0.15243 -0.65793 0.0876
H -1.86082 -1.88842 -1.04013 0.1289
H -1.49161 -1.72511 0.68201 0.1088
H -0.22321 -0.03662 -1.49644 0.1473
H -0.28737 1.00949 0.44971 0.0928
H 0.18597 -0.28261 1.39270 0.0540
H 1.84604 1.35561 1.37368 0.0404
H 1.96725 1.26219 -0.37263 0.0911
H 2.40544 -0.14688 0.63450 0.0676
H 1.82373 -1.56563 -0.99307 0.0692
H 0.69707 -2.59284 -0.14400 0.0815
H 0.55141 -2.36127 -1.89616 0.0852
H -0.65373 3.90823 0.54311 0.0251
H -0.22760 2.89761 1.65635 -0.0002
O -0.43606 2.98339 0.70710 -0.1334


84
Properties=species:S:1:pos:R:3:lowdin_charge:R:1 method="wB97M-V/def2-TZVPD" de_lowest_ev=0.000 homo_energy_ha=-0.270 homo_lumo_gap_ev=7.94 energy_ha=-3382.187955
Pb -1.36766 0.40689 0.53421 1.1505
N -0.32323 3.37884 -3.09165 0.0556
C -0.64114 2.36923 -2.21447 -0.8882
S -0.33900 2.71954 -0.53429 0.5025
N -1.15938 1.31958 -2.74890 -0.0216
N -1.53573 0.27301 -1.91866 -0.0973
C -1.92896 -0.73776 -2.61652 -0.1092
C -2.42728 -2.03029 -2.21065 -0.1766
C -2.79163 -2.89012 -3.26307 -0.0584
C -3.25982 -4.16253 -3.04608 -0.1062
C -3.37969 -4.61465 -1.72635 -0.0896
C -3.03258 -3.80114 -0.67508 -0.0209
C -2.53620 -2.48944 -0.87491 -0.3997
O -2.20172 -1.76470 0.14739 -0.3365
H 0.34920 4.05290 -2.77011 0.0645
H -0.26575 3.10271 -4.05923 0.0877
H -1.88522 -0.58562 -3.69524 0.1239
H -2.69178 -2.52176 -4.27876 0.1098
H -3.53362 -4.79973 -3.87541 0.0945
H -3.75369 -5.61218 -1.53012 0.1011
H -3.13071 -4.14597 0.34739 0.1074
Cl -1.54939 -1.90197 3.95284 0.5205
C -0.85975 -3.05826 2.79290 -0.9854
Cl 0.90889 -2.99332 2.80015 0.5565
H -1.22702 -2.79229 1.80578 -0.0202
H -1.15917 -4.05462 3.09498 0.0275
C -4.61438 0.15420 -0.14814 -0.0894
N -3.77436 1.30476 0.21368 -0.3431
C -3.87522 2.31323 -0.85317 -0.0921
C -4.25450 1.85964 1.49398 -0.1949
C -3.34422 2.91857 2.09368 -0.2024
N -2.06556 2.37648 2.53872 -0.3525
C -1.07687 3.43526 2.70805 -0.1220
C -2.18467 1.61345 3.77435 -0.1281
H -5.66638 0.45744 -0.22508 0.0992
H -4.51699 -0.62850 0.60331 0.0890
H -4.29031 -0.24780 -1.10632 0.0802
H -4.90727 2.67845 -0.93238 0.0992
H -3.58207 1.86681 -1.80012 0.0776
H -3.20277 3.14471 -0.65678 0.0561
H -4.36485 1.02799 2.19287 0.1144
H -5.25542 2.28735 1.34407 0.1292
H -3.88435 3.40236 2.92420 0.1307
H -3.13320 3.69254 1.35623 0.1094
H -1.35359 4.12049 3.52350 0.0933
H -0.98050 4.00341 1.78421 0.0366
H -0.10655 2.99378 2.94161 0.0870
H -2.53789 2.24363 4.60477 0.0943
H -1.21148 1.19937 4.03932 0.0760
H -2.87017 0.77502 3.65667 0.0529
C 5.68430 3.37405 -1.08758 -0.0957
C 4.40010 3.80759 -0.79336 -0.0929
C 3.49085 2.94243 -0.19726 -0.1562
C 3.85949 1.63306 0.10616 -0.3936
C 5.15147 1.20828 -0.18812 -0.1162
C 6.06018 2.07342 -0.78177 -0.0878
Sb 2.39730 0.33403 0.99467 1.4342
C 3.73940 -1.22311 1.59126 -0.4341
C 4.09083 -1.30286 2.93687 -0.1668
C 4.94889 -2.29710 3.38781 -0.0940
C 5.45868 -3.22797 2.49506 -0.0919
C 5.10959 -3.16312 1.15362 -0.0838
C 4.25390 -2.16622 0.70415 -0.1348
C 1.77159 -0.60001 -0.84178 -0.4214
C 1.14951 -1.84975 -0.79255 -0.1632
C 0.75244 -2.49384 -1.95602 -0.0851
C 0.94518 -1.87783 -3.18424 -0.0937
C 1.53527 -0.62314 -3.24187 -0.0861
C 1.95083 0.01123 -2.07900 -0.1292
H 6.39310 4.04765 -1.55222 0.0994
H 4.10500 4.82416 -1.02334 0.1000
H 2.48769 3.28767 0.02250 0.0476
H 5.45460 0.19543 0.05165 0.0869
H 7.06273 1.73100 -1.00558 0.1012
H 3.68319 -0.59075 3.64756 0.0889
H 5.21188 -2.34910 4.43676 0.1013
H 6.12377 -4.00646 2.84659 0.1004
H 5.50422 -3.88846 0.45306 0.1025
H 3.98117 -2.12986 -0.34385 0.0984
H 1.00299 -2.34782 0.15922 0.0535
H 0.28063 -3.46682 -1.89820 0.1129
H 0.62854 -2.37177 -4.09491 0.1067
H 1.67561 -0.13495 -4.19813 0.1046
H 2.43068 0.98195 -2.14453 0.0953


22
Properties=species:S:1:pos:R:3:lowdin_charge:R:1 method="wB97M-V/def2-TZVPD" homo_energy_ha=-0.513 homo_lumo_gap_ev=10.15 energy_ha=-1362.944263 charge=+1
N 0.46108 -1.76287 2.55750 0.1586
C 0.44748 -0.66189 1.74727 -0.4144
N -0.71956 0.00053 1.55453 0.2281
C -0.37605 0.98405 0.70258 -0.4234
N -1.31739 1.85170 0.23413 0.1584
N 0.93213 0.92433 0.39694 -0.2068
P 1.87981 1.95340 -0.71933 0.6597
O 1.16464 3.41009 -0.83154 -0.3054
Cl 1.46366 0.99861 -2.53836 0.2662
N 1.45214 -0.12455 1.07196 0.1528
H -0.46981 -1.83735 2.96280 0.1176
H 0.57939 -2.59460 1.96600 0.0665
H -1.64648 2.58070 0.84806 0.1246
H -1.61381 1.74101 -0.72223 0.1061
H 0.65955 3.45294 -1.66621 0.0588
H 2.41124 -0.45220 1.03443 0.1951
C -1.08501 -1.47269 -1.77585 -0.0588
C -0.48222 -2.30237 -0.74063 -0.2242
N -0.00660 -2.95600 0.07443 0.1603
H -2.01553 -1.02140 -1.42852 0.0908
H -0.40299 -0.66868 -2.05264 -0.0089
H -1.31566 -2.04276 -2.67531 0.0984


23
Properties=species:S:1:pos:R:3:lowdin_charge:R:1 method="wB97M-V/def2-TZVPD" de_lowest_ev=3.202 homo_energy_ha="-0.133 / -0.133" homo_lumo_gap_ev="6.19 / 6.19" energy_ha=-1565.537275 charge=-1
C 3.90432 0.41388 -0.10497 -0.1030
C 3.25856 -0.62284 0.52025 -0.0973
C 3.15320 1.42733 -0.77825 -0.1047
C 1.86189 -0.64939 0.58012 -0.0421
C 1.81010 1.41366 -0.69546 -0.0473
C 1.08041 0.36984 0.00185 -0.1963
C -0.96414 -3.27066 -0.09073 -0.6679
C -3.63883 1.17666 0.06801 -0.4251
C -0.29299 0.26764 0.17568 0.0707
C -3.38176 2.47067 -0.37228 -0.6102
N -2.64513 0.25293 0.32393 -0.1084
N -1.45519 0.38428 0.12560 0.0893
O -1.01036 -2.92219 -1.18475 0.1211
O -0.63493 -3.52688 0.97707 0.1308
Cl -3.37768 -2.48219 0.34352 0.1656
Cl -4.99281 3.25479 -0.47325 0.3023
H 4.89981 0.61248 -0.14134 0.0565
H 3.89010 -1.40177 0.91327 0.0967
H 3.79489 2.22693 -1.25391 0.1209
H 1.28674 -1.46024 1.17271 0.1383
H 1.19579 2.25482 -1.12529 0.1326
H -3.12474 -0.94450 0.49574 -0.1145
H -4.61725 0.75473 0.52247 0.0918


122
Properties=species:S:1:pos:R:3:lowdin_charge:R:1 method="wB97M-V/def2-TZVPD" de_lowest_ev=0.367 homo_energy_ha=-0.339 homo_lumo_gap_ev=5.91 energy_ha=-5294.113934 charge=+1
C -11.64636 -10.25227 -6.70181 -0.0046
C -12.37298 -11.32536 -5.92735 -0.3378
C -12.49047 -11.04309 -4.46092 -0.2049
O -13.37384 -11.97861 -3.87571 -0.1785
C -13.38718 -11.75964 -2.48835 -0.1027
N -13.70610 -11.66365 -6.53414 0.2310
H -13.62243 -11.91655 -7.51858 0.1756
H -14.21851 -12.38099 -6.00842 0.1679
H -14.31245 -10.83604 -6.44566 0.1858
H -11.78103 -10.30264 -7.78013 0.0989
H -10.59346 -10.23932 -6.41972 0.0975
H -11.95211 -9.25385 -6.36752 0.1014
H -11.84928 -12.28645 -5.98326 0.1433
H -12.85612 -10.01906 -4.26250 0.1517
H -11.50547 -11.04309 -3.97758 0.1320
H -12.43133 -11.41831 -2.08601 0.0627
H -13.81099 -12.57314 -1.91019 0.0938
H -13.99580 -10.86793 -2.30770 0.0904
C -4.15220 -14.15477 -7.87189 -0.0294
C -3.65583 -13.27429 -6.74778 -0.3030
C -4.24828 -11.87673 -6.62700 -0.1609
O -3.60534 -11.14340 -5.59894 -0.1990
C -2.28355 -10.77547 -5.88126 -0.1051
N -3.93046 -13.94633 -5.43394 0.2207
H -4.78440 -13.67121 -4.93404 0.1026
H -3.91814 -14.98694 -5.46081 0.0972
H -3.23116 -13.69431 -4.72899 0.1681
H -5.15987 -14.54764 -7.72950 0.0882
H -3.54969 -15.06366 -7.89722 0.0747
H -4.05085 -13.64825 -8.82882 0.0970
H -2.57186 -13.23436 -6.86153 0.1474
H -5.27977 -12.00304 -6.29161 0.1146
H -4.23252 -11.34007 -7.57828 0.1479
H -2.05018 -10.91239 -6.94012 0.0987
H -1.59564 -11.36710 -5.26336 0.0900
H -2.03106 -9.73836 -5.64786 0.0901
C -9.55750 -21.56848 -9.09456 -0.0297
C -10.51844 -20.75798 -8.25280 -0.3132
C -9.88638 -19.51099 -7.67027 -0.1691
O -9.67423 -18.72415 -8.83143 -0.1936
C -8.96762 -17.52670 -8.59193 -0.0750
N -11.70501 -20.41433 -9.11645 0.2268
H -11.49521 -19.49649 -9.54856 0.1706
H -11.89860 -21.07225 -9.87137 0.1760
H -12.52844 -20.25154 -8.53332 0.1756
H -9.34870 -21.13859 -10.07363 0.0994
H -9.90963 -22.59123 -9.26109 0.0944
H -8.60565 -21.70463 -8.58197 0.1051
H -10.93019 -21.38588 -7.46138 0.1562
H -8.97898 -19.75971 -7.11963 0.1356
H -10.59472 -19.00252 -6.99978 0.1379
H -7.90995 -17.67330 -8.38249 0.0859
H -9.37282 -16.88923 -7.79351 0.0958
H -9.00528 -16.86107 -9.45577 0.1028
C -4.21267 -10.52460 -2.43078 -0.0393
C -4.90144 -9.31766 -1.86050 -0.2865
C -5.17729 -8.12731 -2.77300 -0.1779
O -5.97465 -7.27792 -1.99729 -0.1976
C -5.76937 -5.88847 -2.23615 -0.0502
N -6.23971 -9.73699 -1.25140 0.2344
H -6.68379 -10.58162 -1.63420 0.1106
H -6.28253 -9.79440 -0.23235 0.1705
H -6.81547 -8.88897 -1.42716 0.1395
H -3.17797 -10.26940 -2.68028 0.0966
H -4.59973 -10.82818 -3.40676 0.0500
H -4.19930 -11.42119 -1.81224 0.0923
H -4.33300 -8.90907 -1.02495 0.1539
H -5.63526 -8.49929 -3.69569 0.1391
H -4.19440 -7.69708 -2.97592 0.1400
H -4.73644 -5.64977 -2.49957 0.0917
H -6.00897 -5.30438 -1.35324 0.0959
H -6.41507 -5.60648 -3.06957 0.1008
C -10.45608 -15.13119 -2.16778 -0.0225
C -9.28800 -15.14861 -1.21008 -0.2794
C -8.02325 -15.57951 -1.92702 -0.1982
O -6.97080 -15.49358 -0.98922 -0.1844
C -5.69053 -15.75048 -1.53388 -0.0691
N -8.98410 -13.74203 -0.73100 0.2252
H -9.62676 -13.05220 -1.13682 0.1395
H -9.15824 -13.59938 0.26984 0.1805
H -7.99458 -13.52251 -0.89068 0.1379
H -10.65645 -16.13472 -2.54365 0.0988
H -10.30526 -14.49106 -3.03318 0.0728
H -11.36386 -14.83407 -1.63348 0.0937
H -9.38760 -15.73835 -0.30291 0.1596
H -7.86275 -14.96030 -2.81720 0.1097
H -8.03394 -16.62698 -2.25179 0.1478
H -5.31120 -16.60828 -0.96798 0.0994
H -4.94326 -14.98647 -1.30456 0.0880
H -5.68041 -15.96372 -2.60112 0.0805
C -7.42050 -11.63801 -9.40484 -0.6663
F -8.53097 -12.32814 -9.08685 0.0803
F -7.16012 -10.80830 -8.39391 0.1021
F -6.40223 -12.53453 -9.46598 0.0798
S -7.62963 -10.70952 -11.00001 0.4149
O -6.31761 -10.12585 -11.14178 -0.3240
O -8.03481 -11.72866 -11.91584 -0.3184
O -8.66659 -9.77166 -10.62581 -0.3433
C -8.55446 -12.75934 -5.03213 -0.6411
F -8.72418 -14.06510 -4.71231 0.0955
F -8.13696 -12.70530 -6.27368 0.1721
F -9.77040 -12.20322 -4.94141 0.1214
S -7.31152 -12.00926 -3.90726 0.4709
O -7.96654 -11.94210 -2.60012 -0.3424
O -6.22035 -12.96659 -3.90063 -0.3128
O -6.95749 -10.71545 -4.38855 -0.2551
C -6.31403 -17.77494 -5.62231 -0.6652
F -6.91355 -16.58178 -5.74591 0.1085
F -6.58521 -18.31788 -4.44100 0.1280
F -6.82905 -18.57676 -6.57848 0.0855
S -4.48981 -17.68249 -5.90186 0.4519
O -4.40602 -17.24670 -7.26600 -0.3008
O -4.04044 -16.69897 -4.91949 -0.3459
O -4.04760 -19.02140 -5.69233 -0.2727
C -10.03378 -9.17865 -0.91442 -0.6696
F -9.93626 -10.52571 -1.06301 0.0597
F -9.09341 -8.84770 -0.01814 0.1048
F -9.76283 -8.60840 -2.08332 0.1302
S -11.71811 -8.72250 -0.31467 0.4434
O -11.82017 -9.46506 0.91761 -0.3171
O -11.72036 -7.29750 -0.14008 -0.2936
O -12.48135 -9.21109 -1.45320 -0.3491